one:
Molecular formula: C3H7N4
Method: DFT, wB97M-V/def2-TZVPD

## Properties
LUMO energy (eV): -4.49
SMILES: CC#[N+]/N=C\NN
Total charge: +1
Highest occupied orbital energy (eV): -13.879

CARTESIAN COORDINATES (ANGSTROEM)
C: -2.15 0.05 1.47
C: -1.02 0.58 0.83
N: -0.15 1.26 0.44
N: 1.04 1.18 0.11
C: 1.93 0.74 -0.61
N: 1.71 -0.49 -1.20
N: 0.28 -0.78 -0.93
H: -2.47 0.89 2.28
H: -1.56 -0.66 2.00
H: -2.95 -0.41 0.89
H: 3.00 0.61 -0.47
H: 2.08 -0.85 -2.07
H: 0.28 -1.79 -0.93
H: -0.01 -0.33 -1.80



two:
Molecular formula: C3H7N4
Method: DFT, wB97M-V/def2-TZVPD

## Properties
LUMO energy (eV): -4.60
Total charge: +1
Highest occupied orbital energy (eV): -12.611

CARTESIAN COORDINATES (ANGSTROEM)
C: -1.00 0.49 0.73
C: -2.28 0.17 0.49
C: -0.07 -0.03 -0.28
N: -2.42 -0.83 -0.50
N: -1.43 -1.22 -1.02
N: 0.48 0.87 -1.19
N: 0.88 -1.06 0.13
H: -0.83 1.17 1.58
H: -3.22 0.38 0.95
H: -0.13 1.35 -1.81
H: 1.19 0.45 -1.80
H: 0.54 -2.00 0.02
H: 1.23 -1.04 1.08
H: 1.83 -0.93 -0.15



three:
Molecular formula: C3H7N4
Method: DFT, wB97M-V/def2-TZVPD

## Properties
LUMO energy (alpha / beta) (eV): -4.91 / -4.91
Total charge: +1
Highest occupied orbital energy (alpha / beta) (eV): -13.096 / -13.090

CARTESIAN COORDINATES (ANGSTROEM)
C: -0.34 1.07 0.06
C: -1.05 -0.20 -0.05
C: 1.71 0.06 -0.53
N: 0.95 1.08 -0.15
N: -0.38 -1.29 -0.12
N: -2.43 -0.08 -0.13
N: 2.63 -0.57 0.11
H: -0.98 2.02 0.25
H: 1.59 1.86 -0.13
H: -0.70 -2.19 -0.35
H: -2.83 0.79 -0.37
H: -2.77 -0.92 -0.53
H: 3.14 -1.32 -0.37
H: 2.71 -0.35 1.06



four:
Molecular formula: C3H7N4
Method: DFT, wB97M-V/def2-TZVPD

## Properties
LUMO energy (alpha / beta) (eV): -5.05 / -5.05
Total charge: +1
Highest occupied orbital energy (alpha / beta) (eV): -13.395 / -13.395

CARTESIAN COORDINATES (ANGSTROEM)
C: 0.44 -1.46 1.48
C: -0.40 -0.90 -0.57
C: 0.93 1.81 0.39
N: 1.04 -0.39 1.45
N: -0.46 -1.70 0.40
N: 1.17 0.41 0.51
N: -0.92 -0.68 -1.76
H: 0.70 -2.38 2.12
H: 1.32 2.45 1.24
H: 1.44 2.01 -0.45
H: -0.11 1.97 0.20
H: -0.99 -2.68 0.49
H: -1.36 -1.37 -2.43
H: -0.66 0.18 -2.37



If we sort the structures by their calculated energies, the order from most to least stable is three, two, four, one.



one:
Molecular formula: C5H10O2
Method: DFT, wB97M-V/def2-TZVPD

## Properties
LUMO energy (eV): 0.88
Total charge: 0
Highest occupied orbital energy (eV): -8.895

CARTESIAN COORDINATES (ANGSTROEM)
C: -1.73 0.32 -1.56
O: -1.11 -0.28 -0.44
C: 0.30 -0.21 -0.51
C: 0.94 1.16 -0.17
O: 1.55 0.87 1.06
C: 0.94 -0.88 0.68
C: 0.16 -1.03 1.88
H: -1.50 1.39 -1.64
H: -1.43 -0.17 -2.51
H: -2.81 0.20 -1.43
H: 0.66 -0.64 -1.46
H: 0.23 1.99 -0.13
H: 1.71 1.40 -0.91
H: 1.86 -1.44 0.55
H: 0.42 -1.82 2.56
H: 0.68 -0.03 2.16
H: -0.89 -0.83 1.87



two:
Molecular formula: C5H10O2
Method: DFT, wB97M-V/def2-TZVPD

## Properties
LUMO energy (eV): 0.92
SMILES: COC[C@@H](C)C=O
Total charge: 0
Highest occupied orbital energy (eV): -9.841

CARTESIAN COORDINATES (ANGSTROEM)
C: -2.39 0.44 0.01
O: -1.30 1.33 0.11
C: -0.10 0.76 0.59
C: 0.68 -0.06 -0.49
C: 2.18 0.23 -0.56
C: 0.42 -1.52 -0.22
O: 1.23 -2.28 0.27
H: -2.21 -0.36 -0.72
H: -3.24 1.03 -0.34
H: -2.64 -0.01 0.97
H: -0.31 0.12 1.47
H: 0.51 1.59 0.93
H: 0.21 0.20 -1.45
H: 2.69 -0.60 -1.06
H: 2.39 1.14 -1.13
H: 2.64 0.33 0.43
H: -0.61 -1.87 -0.45



three:
Molecular formula: C5H10O2
Method: DFT, wB97M-V/def2-TZVPD

## Properties
LUMO energy (eV): 1.03
Total charge: 0
Highest occupied orbital energy (eV): -8.446

CARTESIAN COORDINATES (ANGSTROEM)
C: 2.61 -0.36 0.30
O: 1.51 0.09 -0.44
C: 0.32 -0.55 -0.07
C: -0.84 0.13 -0.78
C: -2.18 -0.47 -0.42
C: -0.80 1.87 0.80
O: -0.85 1.56 -0.46
H: 2.45 -0.23 1.38
H: 3.47 0.23 0.00
H: 2.82 -1.42 0.11
H: 0.16 -0.50 1.02
H: 0.33 -1.62 -0.37
H: -0.66 0.12 -1.86
H: -2.99 0.05 -0.95
H: -2.22 -1.53 -0.71
H: -2.35 -0.39 0.65
H: -0.82 2.98 0.76



four:
Molecular formula: C5H10O2
Method: DFT, wB97M-V/def2-TZVPD

## Properties
LUMO energy (eV): 0.89
SMILES: CC[C@@H](O)CC=O
Total charge: 0
Highest occupied orbital energy (eV): -10.051

CARTESIAN COORDINATES (ANGSTROEM)
C: 1.40 -1.63 0.93
C: 0.22 -1.08 0.14
C: -0.14 0.35 0.56
O: 0.96 1.23 0.52
C: -1.33 0.91 -0.23
C: -1.00 1.44 -1.61
O: 0.11 1.58 -2.06
H: 1.55 -2.69 0.74
H: 2.32 -1.10 0.68
H: 1.23 -1.50 2.01
H: 0.43 -1.12 -0.94
H: -0.67 -1.71 0.30
H: -0.44 0.31 1.62
H: 1.16 1.38 -0.42
H: -1.79 1.75 0.31
H: -2.13 0.16 -0.35
H: -1.89 1.73 -2.21



If we sort the structures by their calculated energies, the order from most to least stable is four, two, three, one.